DFT (ωB97M-V/def2-TZVPD) results for a 2-piece molecular cluster, CH8N5O overall at a distorted geometry.

Geometry as XYZ:
```
15
Properties=species:S:1:pos:R:3:forces:R:3
C 1.765 -0.169 -0.294 -1.5 -4.5 -0.7
N 0.869 0.710 -0.143 0.6 2.4 0.8
N 2.983 -0.135 0.228 -1.3 0.9 -0.1
N -1.174 1.364 0.407 -1.7 0.5 2.5
N -2.406 -0.879 0.181 6.2 -1.0 1.8
N -0.420 0.759 -0.473 0.0 -1.0 -2.9
O -1.297 -0.895 -0.679 -1.3 0.4 0.6
H 1.455 -1.223 -0.675 0.7 1.8 0.2
H 3.678 -0.741 -0.050 1.1 -2.2 -0.9
H 3.412 0.696 0.494 0.2 2.0 0.8
H -1.998 0.701 0.537 -0.7 0.4 -0.4
H -0.803 1.342 1.383 0.6 0.2 -1.3
H -3.224 -0.971 -0.299 -2.8 -0.4 -1.8
H -2.177 -1.644 0.888 -1.0 1.4 -1.0
H -0.663 1.085 -1.503 0.8 -1.0 2.4
```
Positions in Å, forces in eV/Å.

E: -391.46404 Ha
Net charge: +1
Strongest force on any atom: 6.6 eV/A
Energy relative to the best compared isomer or geometry (same formula, charge and spin): 85.2 kcal/mol
HOMO-LUMO gap (alpha / beta): 9.0 / 9.0 eV
E_HOMO (alpha / beta): -0.511 / -0.511 hartree

***

DFT (ωB97M-V/def2-TZVPD) results for a 40-piece molecular cluster, H80O40 overall at a distorted geometry.

Geometry as XYZ:
```
120
Properties=species:S:1:pos:R:3:forces:R:3
H -0.001 -0.814 5.045 0.3 -0.5 -0.2
H 0.776 -1.661 4.049 -0.1 0.0 -0.7
O 0.581 -1.576 4.970 1.1 -0.8 1.5
H 4.638 -1.898 -4.343 -0.9 -0.8 0.0
H 3.017 -2.273 -4.479 1.2 -0.3 0.3
O 3.718 -1.606 -4.421 -0.1 1.0 0.0
H -0.965 1.900 2.827 -0.1 1.1 -0.9
H -0.605 2.791 1.490 -0.5 2.2 -1.2
O -0.556 1.999 1.943 0.9 -4.5 1.6
H 2.268 0.829 -2.226 -0.1 -1.6 1.2
H 2.779 0.192 -0.907 1.3 0.6 1.5
O 2.209 0.025 -1.625 -1.4 0.9 -2.5
H 1.452 4.933 -1.845 -0.1 0.1 -0.1
H 0.670 3.628 -1.968 0.5 0.4 0.0
O 1.573 4.005 -2.079 -0.1 0.1 -0.1
H -1.203 -0.193 6.090 -0.4 0.0 0.6
O -1.715 -0.793 5.537 -1.0 -1.0 1.6
H -3.272 -3.342 0.806 0.9 -0.9 -0.8
O -3.221 -2.414 0.670 -1.8 1.3 0.5
H 2.254 -5.361 -3.007 0.9 0.5 0.0
H 2.039 -3.975 -3.504 1.0 -0.2 1.3
O 2.790 -4.581 -3.280 -1.7 -0.4 -0.5
H -1.008 -1.093 -2.027 0.4 0.2 -1.1
H -0.879 -1.172 -3.579 -0.6 -0.8 -0.8
O -0.599 -0.685 -2.829 1.3 0.6 2.1
H 1.045 -2.509 -0.770 -0.4 -0.4 -1.9
H 0.731 -1.979 -2.156 -0.1 1.4 -0.9
O 0.722 -2.794 -1.685 0.9 -0.5 2.8
H 3.074 2.610 2.310 1.9 -0.3 -0.6
H 4.580 2.661 1.841 0.4 1.0 -0.5
O 3.939 2.120 2.262 -2.1 -0.2 1.8
H 3.735 -0.239 1.937 0.0 -0.1 1.8
O 3.706 -0.050 1.015 -0.3 0.8 -1.6
H -4.596 2.543 2.174 -0.2 0.7 1.9
H -3.560 1.501 1.611 -1.6 1.3 -0.2
O -4.351 2.082 1.409 1.7 -1.7 -2.4
H 4.616 -3.391 -0.804 0.0 0.1 -0.2
H 3.378 -2.508 -1.083 0.1 0.2 -0.7
O 3.729 -3.180 -0.506 -0.1 -0.2 1.0
H -0.656 -0.502 1.354 -0.2 1.0 -0.2
H -0.415 -1.939 1.123 0.0 -0.3 0.1
O -0.873 -1.184 0.748 -0.5 -0.8 -1.7
H -4.125 -3.500 2.632 -1.6 -0.1 0.7
H -3.462 -4.674 2.444 0.7 -1.6 0.1
O -4.324 -4.457 2.791 0.9 1.8 -0.8
H 5.845 2.172 -1.546 -0.2 1.5 1.0
H 5.163 2.681 -0.216 0.9 0.3 -0.5
O 5.528 2.999 -1.073 1.0 -1.9 -0.5
H 0.790 -4.715 0.614 0.5 0.3 -0.1
H 0.022 -3.947 -0.592 0.4 -1.0 0.7
O -0.010 -4.657 0.096 -1.2 0.3 -0.4
H 2.931 -0.295 -5.524 0.6 -1.1 1.0
O 2.336 0.039 -6.169 -1.4 1.1 -1.6
H -4.792 -1.493 0.922 0.0 0.3 -1.2
H -6.026 -0.870 1.910 2.2 -1.3 -1.2
O -5.179 -1.418 1.779 -2.5 1.4 3.0
H 1.562 -3.927 -4.918 -0.3 0.4 -1.0
O 0.827 -3.331 -4.702 -0.3 0.1 0.2
H 5.372 -0.090 -0.859 0.0 0.4 0.0
H 5.159 0.128 -2.439 -0.1 -0.8 1.3
O 5.166 -0.523 -1.691 0.1 0.3 -1.2
H -2.878 -1.215 -3.634 0.2 -1.5 -1.0
H -2.510 0.402 -3.878 -0.7 -2.2 0.4
O -2.996 -0.327 -3.378 -0.9 3.7 0.4
H -1.412 0.993 -0.661 -2.5 0.4 0.6
H -2.363 0.431 -1.612 -1.2 -0.1 0.6
O -2.446 0.935 -0.756 3.9 -0.6 -1.2
H -1.597 2.256 4.993 0.7 -1.7 0.3
H -0.120 2.105 5.015 -1.7 -2.1 0.2
O -0.935 1.507 5.139 0.4 4.4 -0.5
H -2.814 -5.535 -1.773 -2.0 0.5 0.7
H -4.007 -5.570 -0.606 1.0 0.8 -3.2
O -3.782 -5.296 -1.594 0.9 -1.4 2.8
H -1.648 6.325 -0.658 0.8 1.1 -0.2
H -1.419 5.249 0.171 2.0 1.5 -0.2
O -0.881 6.098 -0.101 -2.0 -1.6 0.6
H -2.966 2.134 -1.910 0.5 -1.0 1.0
H -4.393 2.663 -1.928 0.4 -0.1 -0.2
O -3.512 2.795 -2.322 -1.5 1.3 -0.4
H 1.651 1.870 3.235 -0.3 0.1 -0.1
H 1.443 2.481 4.634 0.7 0.7 0.0
O 1.464 1.658 4.153 0.4 -0.2 0.2
H 2.702 -3.725 4.136 -0.8 -1.4 -0.3
H 1.269 -4.283 4.164 0.2 -0.1 0.1
O 2.172 -4.549 3.936 0.6 1.6 0.3
H -2.520 2.346 -3.855 0.9 0.4 0.1
H -1.072 1.873 -3.437 0.1 -0.1 0.4
O -1.567 2.353 -4.099 -0.8 -0.5 -1.0
H -0.990 4.382 -3.312 -1.2 -0.4 -4.4
O -1.085 4.447 -2.430 2.7 0.3 4.7
H -2.610 3.345 0.296 -0.2 0.3 0.3
H -2.774 3.863 -1.093 -0.3 0.5 2.2
O -2.538 4.214 -0.142 -1.3 -2.2 -1.7
H 1.551 -0.513 -6.301 0.7 0.2 0.4
H -1.803 -0.248 4.786 0.3 0.5 -1.3
H 0.851 -2.502 -5.195 0.4 -0.4 -0.2
H -2.537 -1.948 0.204 1.1 -0.7 -0.1
H 3.864 -0.882 0.609 0.2 -1.6 -0.6
H -1.818 4.545 -1.857 -0.7 0.5 -1.0
O -1.410 3.830 3.432 0.5 -1.1 1.3
H -0.936 4.147 2.683 0.3 0.9 -0.7
H -2.142 4.379 3.616 -1.1 1.3 0.0
O 3.186 2.770 -0.340 0.7 0.4 -2.9
H 2.596 3.268 -0.998 0.4 0.2 0.5
H 3.958 2.699 -1.051 -2.1 0.2 1.9
O -3.076 0.848 3.339 0.0 -2.9 1.9
H -3.534 0.069 2.921 0.1 0.9 -0.1
H -2.910 0.375 4.223 -0.8 1.7 -1.6
O 3.214 -0.449 3.823 2.7 -3.0 -2.7
H 2.515 -0.913 4.209 -1.9 -0.2 1.5
H 3.317 0.428 4.017 -0.3 3.2 1.3
O 0.560 2.250 -0.473 1.6 1.1 1.0
H 1.479 2.619 -0.184 -2.3 -0.7 -0.5
H 0.851 1.346 -0.461 -0.1 -1.3 -0.3
O -3.584 -3.531 -3.513 -0.1 3.3 4.4
H -4.058 -3.919 -2.729 0.7 -0.7 -1.9
H -3.431 -3.824 -4.350 -0.3 -2.3 -2.8
O 0.756 -0.793 2.623 -0.1 1.3 -1.1
H 1.403 -0.278 2.097 -0.2 -0.4 0.4
H -0.052 -0.231 2.627 1.2 -0.2 0.8
```
Positions in Å, forces in eV/Å.

E: -3057.27629 Ha
Strongest force on any atom: 5.5 eV/A
Energy relative to the best compared isomer or geometry (same formula, charge and spin): 301.9 kcal/mol
HOMO-LUMO gap: 9.9 eV
E_HOMO: -0.384 hartree

***

DFT (ωB97M-V/def2-TZVPD) results for C16H20IN2PdSSi2 as an isolated structure.

Geometry as XYZ:
```
43
Properties=species:S:1:pos:R:3:forces:R:3
Pd -0.633 -0.344 0.040 -0.1 0.0 0.0
C -2.248 0.749 -2.688 0.0 0.0 0.0
Si -0.495 0.780 -2.000 0.1 0.0 -0.1
C 0.091 2.566 -2.013 0.0 0.0 0.0
C 0.657 -0.062 -3.250 0.0 0.0 0.0
C 0.697 0.176 -4.626 0.0 0.0 0.0
C 1.669 -0.417 -5.417 0.0 0.0 0.0
C 2.628 -1.245 -4.839 0.0 0.0 0.0
C 2.602 -1.484 -3.474 0.0 0.0 0.0
C 1.617 -0.901 -2.674 0.0 0.0 0.0
Si 1.378 -1.178 -0.829 0.0 0.0 0.1
C 1.334 -3.030 -0.527 0.0 0.0 0.0
C 2.793 -0.437 0.160 0.0 0.0 0.0
H -2.246 1.153 -3.705 0.0 0.0 0.0
H -2.915 1.366 -2.084 0.0 0.0 0.0
H -2.652 -0.264 -2.729 0.0 0.0 0.0
H 0.186 2.895 -3.053 0.0 0.0 0.0
H 1.071 2.677 -1.545 0.0 0.0 0.0
H -0.604 3.228 -1.497 0.0 0.0 0.0
H -0.038 0.829 -5.088 0.0 0.0 0.0
H 1.688 -0.235 -6.485 0.0 0.0 0.0
H 3.389 -1.704 -5.459 0.0 0.0 0.0
H 3.351 -2.137 -3.036 0.0 0.0 0.0
H 2.268 -3.476 -0.885 0.0 0.0 0.0
H 0.507 -3.496 -1.065 0.0 0.0 0.0
H 1.214 -3.257 0.533 0.0 0.0 0.0
H 3.736 -0.905 -0.138 0.0 0.0 0.0
H 2.650 -0.607 1.229 0.0 0.0 0.0
H 2.878 0.638 -0.007 0.0 0.0 0.0
S -1.060 -3.844 3.431 0.0 0.0 0.0
C -1.019 -2.626 2.354 0.0 0.0 0.0
N -0.981 -1.755 1.574 0.0 0.0 0.0
I 0.745 4.980 2.403 0.0 0.0 0.0
C -0.719 3.692 1.644 0.0 0.0 0.0
C -2.077 4.085 1.694 0.0 0.0 0.0
C -2.992 3.120 1.202 0.0 0.0 0.0
C -2.560 1.941 0.677 0.0 0.0 0.0
N -1.221 1.613 0.577 0.1 -0.1 0.0
C -0.320 2.504 1.121 0.1 0.0 0.0
H -2.389 5.029 2.109 0.0 0.0 0.0
H -4.059 3.303 1.242 0.0 0.0 0.0
H -3.261 1.201 0.311 0.0 0.0 0.0
H 0.722 2.216 1.092 0.0 0.0 0.0
```
Positions in Å, forces in eV/Å.

E: -2134.04612 Ha
Net charge: -1
Strongest force on any atom: 0.1 eV/A
Energy relative to the best compared isomer or geometry (same formula, charge and spin): 1.3 kcal/mol
HOMO-LUMO gap (alpha / beta): 4.7 / 6.7 eV
E_HOMO (alpha / beta): -0.085 / -0.194 hartree
Spin multiplicity: 3

***

DFT (ωB97M-V/def2-TZVPD) results for a 10-piece molecular cluster, C14H48O17 overall at a distorted geometry.

Geometry as XYZ:
```
79
Properties=species:S:1:pos:R:3:forces:R:3
O -0.415 -4.091 -0.830 -1.6 -1.0 -2.3
H 0.057 -3.820 -0.094 1.5 0.7 2.3
H 0.024 -4.877 -1.163 0.0 0.0 0.1
O -3.024 -2.091 -0.564 -0.2 1.0 -0.8
H -2.535 -2.360 0.209 0.1 -0.5 0.5
H -2.479 -1.334 -0.892 -0.5 -1.0 0.3
O 1.321 -2.935 2.045 1.2 -0.7 3.8
H 2.260 -2.802 2.395 -2.0 -0.1 -0.9
H 1.379 -2.676 1.159 0.3 0.5 -2.2
C 2.304 -0.866 -2.262 -2.4 0.3 -1.7
C 1.528 -2.066 -1.712 -0.6 -1.7 -1.2
O 1.631 -2.143 -0.352 1.4 1.1 2.0
O 2.125 -0.922 -3.678 2.7 -0.9 -0.6
H 3.374 -0.763 -2.082 -0.1 -0.3 0.3
H 1.724 0.050 -2.008 0.9 -0.5 0.9
H 1.826 -3.131 -2.057 -0.4 2.0 -0.4
H 0.433 -1.894 -1.817 0.7 -0.2 -1.4
H 1.724 -1.195 -0.133 -0.2 -0.2 1.1
H 1.295 -0.620 -3.963 -1.8 0.6 -0.1
C 0.259 0.780 1.013 1.4 1.5 2.5
C -0.719 -0.250 0.747 -2.2 2.0 -1.2
O -1.071 -0.335 -0.607 1.2 -0.8 -1.0
O 1.511 0.390 0.536 0.5 -0.4 -0.2
H 0.364 0.864 2.141 -0.5 0.2 -0.9
H 0.052 1.770 0.613 -0.6 0.1 -0.1
H -1.646 -0.021 1.214 -0.7 0.2 1.3
H -0.341 -1.116 1.096 1.0 -3.3 0.9
H -1.328 0.548 -0.811 -0.4 1.2 -0.7
H 2.048 1.176 0.424 0.6 0.0 -0.4
C -4.274 1.470 -0.271 -0.9 -1.0 -0.2
C -4.746 0.704 1.008 -0.6 1.2 -3.0
O -5.822 -0.158 0.553 -0.1 0.7 1.8
O -3.030 2.031 -0.126 1.4 1.6 3.5
H -5.028 2.136 -0.710 0.0 0.0 0.3
H -3.994 0.724 -0.944 -1.2 -1.9 -1.6
H -5.163 1.464 1.646 0.3 -0.1 1.0
H -3.844 0.186 1.278 0.0 -0.5 1.0
H -6.494 -0.078 1.274 0.7 -0.4 -1.1
H -2.626 2.317 -0.914 0.2 0.1 -1.6
C -3.787 -2.819 2.877 1.9 1.3 3.9
C -3.500 -3.488 4.264 -1.2 -2.7 -2.0
O -4.696 -3.716 4.988 -0.1 2.5 -0.6
O -2.555 -2.980 2.246 0.1 -0.8 -2.5
H -3.851 -1.754 3.107 -1.0 0.3 -0.4
H -4.664 -3.229 2.421 0.0 -0.3 -0.7
H -2.631 -3.145 4.794 0.0 1.3 0.6
H -3.129 -4.480 3.945 -0.1 0.1 0.0
H -4.597 -4.495 5.472 0.2 -1.8 1.2
H -1.870 -2.578 2.763 0.5 0.3 0.4
C 2.636 3.325 -2.011 -0.3 -0.7 2.2
C 3.883 2.412 -1.683 -1.1 0.5 0.3
O 3.556 1.620 -0.523 -2.3 1.8 -1.4
O 2.679 4.010 -3.200 1.1 -1.7 -2.3
H 2.680 4.113 -1.272 -0.4 -0.2 1.0
H 1.648 2.768 -1.906 1.3 0.2 0.1
H 4.711 3.035 -1.341 0.2 0.2 -0.8
H 4.114 1.818 -2.570 0.2 -0.2 0.2
H 4.278 1.089 -0.291 2.1 -1.1 0.2
H 2.352 4.869 -3.076 -0.6 1.7 0.2
C 5.215 -0.305 1.398 0.5 0.3 2.1
C 4.865 -1.819 1.333 0.6 0.4 -0.1
O 3.974 -2.208 2.363 1.1 -1.3 1.6
O 5.776 0.239 0.231 -0.6 0.0 -1.2
H 5.915 0.055 2.185 -0.5 -1.0 0.2
H 4.270 0.234 1.640 0.5 -0.4 -0.5
H 5.691 -2.548 1.374 0.2 0.8 -0.4
H 4.367 -1.899 0.380 -0.3 -0.4 -0.5
H 4.418 -2.948 2.889 -1.0 1.7 -1.1
H 6.676 -0.048 0.070 0.1 -0.2 0.2
C -2.283 4.320 -2.726 1.1 1.6 0.2
C -1.162 3.771 -1.800 0.3 0.1 -1.4
O -0.937 2.395 -2.078 -1.1 -0.7 1.3
O -2.240 5.732 -2.694 0.2 1.4 0.1
H -3.280 4.049 -2.557 -1.4 -1.1 1.5
H -2.182 3.982 -3.711 1.0 -0.7 -1.8
H -1.468 3.886 -0.788 -0.3 -0.2 1.0
H -0.157 4.223 -1.839 -0.7 0.8 -0.6
H -0.427 2.225 -2.857 0.4 0.3 -0.7
H -2.944 6.222 -3.174 0.6 -1.2 0.4
```
Positions in Å, forces in eV/Å.

E: -1841.01573 Ha
SMILES string: OCCO.OCCO.OCCO.OCCO.OCCO.OCCO.OCCO.O.O.O
Strongest force on any atom: 4.5 eV/A
Energy relative to the best compared isomer or geometry (same formula, charge and spin): 157.5 kcal/mol
HOMO-LUMO gap: 9.6 eV
E_HOMO: -0.342 hartree